1.
{"formula": "C29H50F5O24P2", "method": "the ωB97M-V functional and the def2-TZVPD basis", "e_above_lowest_ev": 0.000, "charge": -1, "spin_multiplicity": 1, "symbols": ["C", "C", "O", "H", "H", "H", "H", "H", "C", "C", "O", "C", "O", "O", "F", "H", "H", "H", "C", "C", "O", "C", "O", "O", "F", "H", "H", "H", "C", "C", "O", "C", "O", "O", "F", "H", "H", "H", "C", "C", "O", "C", "O", "O", "F", "H", "H", "H", "C", "C", "O", "C", "O", "O", "F", "H", "H", "H", "C", "C", "O", "P", "O", "O", "C", "C", "O", "C", "C", "H", "H", "H", "H", "H", "H", "H", "H", "H", "H", "H", "H", "H", "H", "H", "C", "C", "O", "P", "O", "O", "C", "C", "O", "C", "C", "H", "H", "H", "H", "H", "H", "H", "H", "H", "H", "H", "H", "H", "H", "H"], "coordinates": [[1.31628, -0.14220, -0.31746], [0.90471, -0.94316, 0.92378], [-0.14297, -1.78690, 0.57207], [0.63127, 0.69820, -0.48090], [1.52317, -0.62700, -1.27108], [2.26103, 0.42058, -0.17596], [0.67172, -0.30723, 1.79323], [1.82732, -1.50517, 1.18398], [-1.44290, -1.30722, -2.33380], [-2.35429, -2.33520, -1.69362], [-1.97582, -3.49114, -2.40273], [-0.84062, -3.28542, -3.17075], [-0.24113, -4.11801, -3.76448], [-0.64159, -1.97397, -3.28392], [-3.65212, -1.99154, -2.07511], [-0.68376, -1.03801, -1.59160], [-1.97903, -0.41738, -2.64029], [-2.38644, -2.44736, -0.61403], [-1.80164, 2.00373, 0.49445], [-2.46215, 0.67134, 0.86209], [-3.46076, 0.54856, -0.08136], [-3.73667, 1.76309, -0.66833], [-4.61494, 1.95064, -1.43688], [-2.82617, 2.67372, -0.25464], [-3.01528, 0.92815, 2.11953], [-0.93119, 1.98423, -0.16310], [-1.52455, 2.60518, 1.35232], [-1.65440, -0.06768, 0.88502], [1.08837, -5.16412, -0.02312], [-0.43220, -5.27658, 0.23981], [-0.41177, -5.80814, 1.54840], [0.81023, -6.06884, 2.01542], [1.08244, -6.43910, 3.12107], [1.70590, -5.93358, 1.03209], [-0.93850, -6.24590, -0.59152], [1.36857, -4.10745, 0.02233], [1.51980, -5.57905, -0.92913], [-0.90619, -4.31397, 0.05742], [-1.77823, -3.17677, 3.37244], [-3.24835, -2.83371, 3.38857], [-3.80640, -4.10247, 3.68387], [-2.88498, -4.86200, 4.32560], [-3.04154, -5.93885, 4.78044], [-1.66480, -4.25233, 4.27419], [-3.66527, -2.46301, 2.14043], [-1.11864, -2.31207, 3.45209], [-1.49016, -3.59379, 2.39940], [-3.50242, -2.02739, 4.08015], [1.90074, -3.15489, 4.08355], [3.26682, -3.84558, 4.15090], [3.01612, -4.93834, 4.99336], [1.87559, -4.72578, 5.72860], [1.61351, -5.32845, 6.70796], [1.24697, -3.64002, 5.23984], [4.35835, -3.14279, 4.54714], [1.47811, -3.54417, 3.15349], [1.81954, -2.07137, 4.07308], [3.43515, -4.29378, 3.16828], [2.04370, 6.82283, -0.49271], [2.42416, 5.46160, 0.05936], [2.30678, 5.29227, 1.47784], [0.92721, 4.66167, 2.01592], [-0.10731, 4.34991, 1.01779], [1.32320, 3.39504, 2.91787], [1.96870, 2.25190, 2.29565], [3.46099, 2.39523, 2.37141], [0.49222, 5.70356, 3.11849], [-0.77494, 5.59944, 3.76242], [-0.84602, 4.63055, 4.91520], [1.15242, 7.16544, 0.05426], [2.81286, 7.58640, -0.53636], [1.54870, 6.76708, -1.46742], [1.87649, 4.66608, -0.44287], [3.49581, 5.39902, -0.15244], [1.69804, 1.44284, 2.96966], [1.76595, 2.05879, 1.24084], [3.80859, 3.38877, 2.08681], [3.75481, 2.35596, 3.42715], [3.94357, 1.57088, 1.84869], [-1.21662, 6.56800, 3.99245], [-1.47408, 5.16340, 3.03928], [-0.72554, 3.63644, 4.47359], [-0.20838, 4.78079, 5.78479], [-1.85899, 4.51835, 5.31437], [2.93423, -0.39619, -4.52345], [2.37707, -0.24116, -5.92214], [0.96716, -0.58524, -5.90029], [-0.13397, 0.54843, -5.71252], [-0.31857, 1.46704, -6.86381], [-1.44563, -0.21459, -5.26191], [-2.72448, 0.25814, -5.77456], [-3.81576, 0.03166, -4.76659], [0.33648, 1.25931, -4.34889], [-0.25467, 2.52081, -3.95876], [0.79528, 3.25154, -3.16624], [2.40060, -1.17965, -3.98521], [4.00170, -0.61556, -4.55293], [2.78207, 0.48477, -3.89639], [2.55081, 0.71502, -6.41105], [2.80157, -1.01048, -6.56385], [-2.67016, 1.30131, -6.09841], [-2.80961, -0.23110, -6.75028], [-4.00905, -1.00910, -4.50865], [-3.62645, 0.60217, -3.85912], [-4.76494, 0.34926, -5.20615], [-0.43205, 3.10334, -4.87029], [-1.25470, 2.37249, -3.54926], [1.81560, 3.15908, -3.53415], [0.49924, 4.28347, -2.96347], [0.94202, 2.86449, -2.14619]], "forces_ev_per_angstrom": [[0.996, 2.277, 0.479], [-0.346, -1.779, -1.812], [-0.001, 0.171, 0.643], [-0.348, -0.333, -0.338], [-0.571, -0.737, 0.253], [0.092, -0.195, 0.355], [0.067, 0.409, -0.054], [0.063, -0.127, 0.432], [1.619, 0.899, 2.638], [-0.471, 0.602, -2.017], [0.523, -1.108, 0.751], [-1.402, 0.719, -0.641], [0.078, -0.423, 0.431], [-0.065, -0.248, -0.568], [-0.002, -0.567, 0.158], [-0.578, 0.400, 0.365], [0.014, -0.235, -0.763], [0.457, -0.094, -0.006], [-0.047, 0.485, -0.469], [1.699, 2.497, 0.190], [-0.387, -0.685, -0.152], [0.992, 0.177, 0.638], [-0.248, -0.008, -0.145], [-0.670, -0.165, -0.244], [-0.209, -0.937, -0.153], [-0.017, -0.528, 0.118], [-0.208, -0.082, 0.093], [-0.893, -1.123, 0.077], [0.556, 0.326, -0.115], [2.621, -1.385, -0.988], [-2.073, 1.079, 0.357], [1.000, -0.887, 0.391], [-0.486, 0.354, -0.513], [0.021, 0.911, -0.109], [-0.492, 0.265, 0.256], [0.089, -0.037, 0.363], [-0.760, -0.048, -0.350], [-0.521, -0.176, 0.693], [0.554, 0.205, -1.746], [0.754, -0.367, -0.930], [-0.775, 0.522, 0.635], [1.403, -0.064, -0.602], [-0.662, -0.153, 0.327], [-0.328, 0.195, 0.952], [-0.117, -0.036, 0.302], [0.092, -0.243, 0.964], [-0.420, 0.339, -0.187], [-0.459, -0.337, 0.115], [0.445, -0.167, 0.005], [-0.761, -1.170, -1.360], [0.181, 0.383, 0.361], [1.104, 0.676, -0.052], [-0.553, -0.248, 0.007], [-0.808, -0.128, 0.277], [-0.230, 0.224, 0.344], [-0.577, 0.092, 0.238], [0.447, 0.014, 0.055], [0.722, 0.314, 0.056], [-2.223, 0.205, 0.278], [1.252, 0.329, -1.098], [-1.171, -0.169, 0.336], [0.004, -0.418, 0.654], [0.569, 0.305, -0.200], [0.138, 0.645, -1.042], [0.742, 0.023, 0.553], [0.626, 0.420, 1.381], [0.504, 0.457, 0.343], [-1.730, -0.715, -0.373], [-0.257, -1.066, 0.175], [0.486, 0.362, 0.404], [0.111, -0.097, 0.312], [0.667, -0.431, -0.303], [0.071, 0.043, -0.028], [-0.101, -0.713, 0.164], [-0.374, -0.307, -0.595], [-1.098, 0.226, 0.233], [-0.020, -0.221, -0.675], [0.083, -0.277, -0.071], [0.126, 0.195, -0.158], [0.805, 0.339, 0.023], [0.033, 0.261, -0.200], [0.666, -0.029, 0.391], [0.344, 0.114, -0.305], [-0.147, 0.687, -0.172], [0.075, 0.521, 0.489], [-0.274, -0.922, 0.137], [-0.862, 0.729, 0.148], [0.265, 0.550, -0.181], [0.173, -0.518, 0.846], [0.036, 0.265, -0.195], [0.418, -0.118, -1.122], [-0.427, -0.262, -0.351], [-0.120, -0.138, -0.329], [0.693, 0.162, -1.519], [-0.090, 0.019, 2.123], [0.131, -0.302, -0.296], [-0.003, -0.063, 0.013], [0.061, 0.141, -0.249], [-0.130, 0.219, 0.201], [0.070, 0.017, -0.081], [0.225, 0.148, 0.606], [-0.639, -0.434, 0.321], [0.507, -0.088, 0.073], [-0.139, 0.019, 0.032], [0.093, 0.364, 0.064], [0.041, -0.121, -0.082], [0.278, -0.104, 0.719], [-0.274, 0.285, -0.841], [0.156, 0.105, -0.471], [-0.479, -0.359, -0.085]]}

2.
{"formula": "C29H50FN2O18", "method": "the ωB97M-V functional and the def2-TZVPD basis", "e_above_lowest_ev": 1.076, "charge": -1, "spin_multiplicity": 1, "symbols": ["F", "C", "C", "C", "O", "C", "O", "O", "H", "H", "H", "H", "H", "H", "C", "C", "C", "O", "C", "O", "O", "H", "H", "H", "H", "H", "H", "C", "C", "C", "O", "C", "O", "O", "H", "H", "H", "H", "H", "H", "C", "O", "C", "O", "O", "C", "H", "H", "H", "H", "H", "H", "C", "O", "C", "O", "O", "C", "H", "H", "H", "H", "H", "H", "C", "O", "C", "O", "O", "C", "H", "H", "H", "H", "H", "H", "C", "C", "C", "C", "N", "H", "H", "H", "H", "H", "H", "H", "C", "C", "C", "C", "N", "H", "H", "H", "H", "H", "H", "H"], "coordinates": [[-5.20000, -2.17200, -24.29000], [-2.16500, -3.22800, -25.43400], [-1.73500, -3.89400, -26.73400], [-0.21400, -3.93100, -26.91300], [0.01300, -5.34800, -27.26100], [-1.00500, -6.05500, -26.97300], [-1.00400, -7.31300, -27.09000], [-2.03700, -5.31800, -26.67000], [-1.82400, -2.20700, -25.26900], [-1.70200, -3.85300, -24.61400], [-3.27800, -3.20400, -25.38300], [-2.23700, -3.56300, -27.65600], [0.33100, -3.58600, -26.01900], [0.24400, -3.23300, -27.69700], [-6.03400, -2.52200, -20.47400], [-5.12500, -1.52100, -21.05400], [-5.77600, -0.20000, -21.42800], [-4.99500, 0.67600, -20.66300], [-4.10000, 0.08000, -20.07000], [-3.27300, 0.69200, -19.44900], [-4.12600, -1.17800, -20.18200], [-5.55900, -3.35100, -20.06500], [-6.79300, -2.81400, -21.21100], [-6.51200, -2.05300, -19.65400], [-4.70800, -1.89200, -21.99900], [-6.80400, -0.17700, -21.16700], [-5.63400, 0.01700, -22.48300], [-2.79100, -6.59200, -23.61300], [-3.79500, -6.25700, -22.48000], [-4.58000, -5.01600, -22.72100], [-5.81700, -5.42100, -22.25200], [-5.88500, -6.72500, -22.13000], [-6.91900, -7.29300, -21.85900], [-4.73600, -7.22900, -22.34000], [-3.04200, -6.30500, -24.62400], [-2.44500, -7.59700, -23.54200], [-1.87800, -5.96300, -23.48500], [-3.28000, -6.16500, -21.56800], [-4.65300, -4.64500, -23.80700], [-4.21100, -4.23300, -22.07700], [-8.22800, -2.05700, -23.37100], [-9.49900, -1.78500, -23.95100], [-10.44500, -2.69000, -24.03900], [-10.30100, -3.90900, -23.34400], [-11.50600, -2.41600, -24.71900], [-12.57700, -3.34600, -24.57300], [-8.21600, -2.09400, -22.33300], [-7.54100, -1.26600, -23.62400], [-7.73200, -3.01900, -23.58000], [-12.83100, -3.46300, -23.50900], [-12.28600, -4.31100, -24.87200], [-13.42600, -2.99600, -25.14400], [0.29500, -0.41300, -27.83800], [-0.82000, -1.07000, -28.26400], [-2.07100, -0.75600, -27.85600], [-2.26900, 0.30300, -26.89100], [-3.05900, -1.39100, -28.38100], [-4.35900, -1.27000, -27.79300], [0.38400, 0.60500, -28.18200], [1.12500, -0.93500, -28.25400], [0.47200, -0.31500, -26.75200], [-4.73000, -0.26500, -27.61900], [-4.23800, -1.70300, -26.82300], [-5.06100, -1.75800, -28.42100], [0.73000, -6.21600, -19.60700], [-0.28800, -5.84800, -20.56600], [-0.56500, -4.51500, -20.76900], [0.12700, -3.51800, -20.14500], [-1.57700, -4.29100, -21.67400], [-1.89100, -2.98100, -21.99900], [1.67000, -5.87500, -20.00600], [0.75400, -7.30800, -19.43500], [0.57900, -5.74300, -18.60300], [-2.73900, -2.80100, -22.74000], [-1.00600, -2.52500, -22.41400], [-1.99500, -2.29100, -21.16600], [-7.60100, -1.73200, -26.78400], [-8.02600, -0.43300, -27.42600], [-8.79800, 0.49000, -26.39200], [-8.98600, 1.84400, -26.84800], [-9.11600, 2.92800, -27.26400], [-6.91000, -1.69900, -25.92200], [-7.08700, -2.42300, -27.51400], [-8.40400, -2.24600, -26.27400], [-8.64700, -0.59100, -28.26600], [-7.13100, 0.00700, -27.82900], [-8.23800, 0.57600, -25.47500], [-9.81000, 0.03000, -26.16300], [-5.30200, -6.97100, -26.15300], [-5.41800, -5.47900, -26.51300], [-6.53400, -4.78400, -25.73400], [-7.87400, -4.77800, -26.36600], [-8.92700, -4.80500, -26.85900], [-6.18500, -7.53400, -26.56400], [-5.18200, -7.15900, -25.07800], [-4.40900, -7.42200, -26.57000], [-5.54800, -5.13400, -27.57900], [-4.45900, -5.05000, -26.25600], [-6.15200, -3.77200, -25.71300], [-6.59900, -5.10400, -24.75400]], "forces_ev_per_angstrom": [[0.100, -0.193, 0.001], [-0.472, -1.076, 0.285], [0.519, 0.058, -0.289], [0.873, 0.675, -1.139], [3.446, 3.144, -0.137], [-1.153, -6.046, -0.865], [-0.345, 4.094, 0.743], [-1.671, 0.563, 0.908], [0.142, 0.117, -0.467], [-0.760, 0.606, -0.706], [0.648, -0.024, 0.484], [0.106, 0.218, 0.517], [-0.235, -0.970, 0.152], [-1.090, -1.441, 0.538], [-1.444, 0.691, -0.722], [-0.902, -1.549, -3.272], [0.475, -0.731, -0.818], [-5.068, 3.943, -2.988], [5.221, 2.139, 3.838], [0.998, 0.002, 0.862], [1.257, -3.430, 0.825], [1.045, -1.687, 0.319], [0.353, -0.165, 0.318], [-0.932, 0.480, 1.024], [0.206, -0.241, 0.156], [-0.996, 0.381, 0.403], [-0.130, 0.029, -0.102], [1.019, 1.585, 0.936], [3.069, 0.767, -2.730], [0.542, 1.304, -1.521], [-2.172, 2.089, 0.251], [-4.318, -0.195, 0.848], [1.154, -0.002, -0.190], [1.023, -4.029, -0.368], [-0.897, -0.379, -0.166], [0.043, -0.884, -0.124], [-0.535, -0.414, 0.409], [0.904, -0.039, 1.248], [0.184, -0.429, 1.604], [-0.054, 0.501, -0.179], [1.244, -0.995, -0.612], [-1.067, 0.571, -1.170], [2.448, -8.082, 5.544], [-0.958, 6.819, -3.953], [0.060, 1.233, -0.501], [-0.604, 0.138, 1.219], [-1.070, 0.249, 2.088], [-0.036, 0.221, -0.681], [-0.692, 0.301, -0.918], [0.017, 0.348, -0.309], [0.549, -1.117, -0.700], [0.097, 0.322, -0.137], [1.783, 1.807, 1.617], [-3.947, -1.659, -0.789], [0.107, 7.648, 6.285], [1.414, -6.478, -5.720], [1.319, -0.290, -1.325], [0.014, 0.673, 1.178], [-0.472, 0.445, -0.424], [0.597, -0.591, -0.343], [-0.698, -0.512, -0.232], [0.655, 0.400, -0.280], [-0.633, -0.483, 0.745], [-0.203, -0.789, -0.586], [-0.061, 0.715, 1.013], [-1.451, 1.666, -0.621], [3.442, 4.526, 2.979], [-4.146, -5.892, -3.761], [1.497, -2.837, 2.076], [0.174, 3.304, -0.920], [0.456, 0.029, 0.021], [-0.459, 0.578, -0.688], [-0.111, -0.133, -1.031], [0.958, -1.135, 1.090], [0.445, 0.049, -0.796], [-0.664, -0.581, 0.683], [0.817, -1.210, 0.442], [0.186, 0.450, 1.706], [-0.360, -1.388, -0.596], [-0.436, 2.614, -1.461], [0.235, -2.099, 0.893], [0.356, 0.913, -0.456], [-0.883, 0.626, 0.564], [-0.659, -0.308, -0.640], [-0.908, -0.330, -0.868], [0.314, 0.884, 0.048], [0.200, -0.318, 0.477], [1.229, 0.487, -0.170], [-0.869, -0.472, -1.307], [-0.149, -0.413, -0.324], [0.247, 1.275, -2.309], [-0.875, -0.648, -0.389], [1.545, 0.061, 0.680], [0.748, 0.354, 0.650], [-0.499, 0.382, -0.158], [0.201, -0.023, -0.406], [0.117, -1.231, 0.667], [0.101, 0.461, 0.425], [-0.482, 0.771, 0.530], [-0.333, -0.768, 2.072]]}

Number 1: orbital gap 7.3582 eV. Number 2: orbital gap 8.9041 eV.